1.
The molecule C5H3BrClNO3S at a distorted geometry. Source: OMol25; level of theory: ωB97M-V/def2-TZVPD.

For the highest occupied orbital energy (alpha / beta), the calculation gives -8.822 / -8.821 eV. The lowest unoccupied orbital energy (alpha / beta) is -1.622 / -1.623 eV. The molar mass is 272.5 g/mol. The energy above the lowest of the compared OMol25 structures with the same formula, charge and spin is 0.818 eV.

Each line ends with the natural charge from an NBO analysis.
CARTESIAN COORDINATES (ANGSTROEM)
Br -2.912 1.294 2.961  0.112
Cl -1.632 -2.978 -2.997  -0.261
S -0.432 -3.677 -1.496  2.004
O -2.678 -2.053 2.783  -0.327
O -0.854 -4.997 -1.156  -0.885
O 0.961 -3.488 -1.886  -0.920
N -0.638 -0.009 -0.206  -0.434
C -1.133 0.640 0.814  0.124
C -2.189 -1.179 2.249  0.796
C -0.714 -2.530 -0.120  -0.433
C -1.856 0.050 1.881  -0.447
C -0.475 -1.240 -0.695  -0.208
H -1.014 1.740 0.873  0.246
H -0.008 0.598 -0.856  0.432
H -0.012 -1.198 -1.638  0.201

Cartesian forces, eV/Å:
Br 0.4 -0.4 -0.3
Cl -0.3 -0.1 -0.5
S 2.5 0.2 1.8
O 0.2 -0.8 0.2
O -0.5 0.2 -0.4
O -1.4 -0.1 -0.2
N 2.7 4.6 -1.0
C -0.4 -0.7 0.8
C -0.4 -0.6 -0.2
C -0.4 3.6 -1.2
C -0.1 1.9 -0.3
C -0.8 -6.4 1.1
H 0.0 -1.0 -0.3
H -1.9 -0.7 1.8
H 0.3 0.2 -1.3

***

2.
A structure of composition C5H3Cl2InNO3Ti at a distorted geometry. Source: OMol25; level of theory: ωB97M-V/def2-TZVPD.

For the highest occupied orbital energy (alpha / beta), the calculation gives -25.903 / -25.969 eV. The net charge is +4. The lowest unoccupied orbital energy (alpha / beta) is -19.789 / -19.789 eV. The molar mass is 358.7 g/mol. As for the spin multiplicity: 2. The energy above the lowest of the compared OMol25 structures with the same formula, charge and spin is 1.759 eV.

Each line ends with the natural charge from an NBO analysis.
CARTESIAN COORDINATES (ANGSTROEM)
In -1.683 -0.154 -1.910  2.022
Ti 2.136 2.576 -0.162  1.318
Cl 0.341 -0.230 -0.847  -0.431
Cl 3.254 2.860 1.722  0.061
O -0.289 -3.178 -1.769  -0.303
O 4.248 3.086 -2.393  -0.100
O 0.065 4.837 -0.493  -0.119
N -2.311 -1.538 -0.191  -0.679
C -1.823 -2.551 2.156  -0.778
C -0.883 -2.476 -2.503  0.532
C 0.859 3.968 -0.365  0.393
C 3.435 2.866 -1.559  0.403
C -2.081 -2.012 0.845  0.676
H -2.059 -1.797 2.911  0.333
H -0.767 -2.821 2.244  0.317
H -2.443 -3.436 2.315  0.354

Cartesian forces, eV/Å:
In -0.9 -3.1 1.3
Ti 1.9 -5.3 6.6
Cl 1.0 1.5 0.0
Cl -1.4 0.0 -2.6
O -3.5 3.6 -4.9
O -5.5 -1.6 5.7
O 5.2 -5.7 0.9
N 0.2 0.9 -0.5
C 0.1 -0.1 -0.1
C 3.3 -3.6 4.5
C -8.3 10.2 -1.4
C 8.8 2.9 -9.0
C -0.5 0.5 -0.4
H -0.2 0.1 0.0
H 0.0 -0.1 -0.1
H -0.1 -0.1 0.0

***

3.
The molecule C5H3ClFN. Source: OMol25; level of theory: ωB97M-V/def2-TZVPD.

For the highest occupied orbital energy, the calculation gives -11.116 eV. The lowest unoccupied orbital energy is 0.050 eV. The SMILES is C[C@@](F)(Cl)C#CC#N. The molar mass is 131.5 g/mol. The energy above the lowest of the compared OMol25 structures with the same formula, charge and spin is 0.271 eV.

Each line ends with the natural charge from an NBO analysis.
CARTESIAN COORDINATES (ANGSTROEM)
Cl 0.385 -1.106 -1.801  -0.007
F -1.474 0.602 -1.282  -0.324
N 0.221 -0.468 4.185  -0.230
C 0.096 -0.247 3.058  0.216
C 0.652 1.576 -1.405  -0.634
C -0.165 0.370 -0.957  0.292
C -0.031 -0.024 1.698  -0.097
C -0.104 0.163 0.510  0.076
H 0.223 2.458 -0.924  0.233
H 0.550 1.707 -2.465  0.238
H 1.715 1.465 -1.166  0.237

Cartesian forces, eV/Å:
Cl -0.1 0.1 0.1
F -0.1 -0.2 -0.1
N -0.1 0.2 -0.6
C 0.1 -0.2 0.5
C 0.0 -0.1 0.6
C 0.3 0.5 0.4
C 0.0 0.2 -0.7
C 0.1 -0.3 0.2
H 0.2 -0.1 0.1
H -0.1 -0.1 -0.6
H -0.3 0.0 0.1